This record from the OMol25 dataset describes a cluster of 10 separate species, C40H76O20 in total in a non-equilibrium geometry. The level of theory is the ωB97M-V functional and the def2-TZVPD basis.

Last column: Löwdin charge in e.
Atoms and positions in Å:
C  -17.515131  -0.799696  22.432346  -0.074
C  -16.950137  0.107821  23.420497  -0.249
O  -16.685744  -0.679987  24.556187  0.017
C  -17.566258  -0.756441  25.499127  -0.589
C  -17.312365  -1.838137  26.478414  0.014
O  -18.527755  -0.030185  25.693301  0.084
H  -17.386482  -0.309779  21.467183  0.087
H  -18.541511  -1.010771  22.732472  0.092
H  -17.023205  -1.754226  22.245297  0.087
H  -15.971704  0.540000  23.210785  0.130
H  -17.593670  0.975107  23.568082  0.129
H  -16.784719  -2.671875  26.015188  0.085
H  -18.228843  -2.170666  26.965857  0.093
H  -16.588697  -1.472061  27.206678  0.093
C  -23.791827  -10.045845  16.752632  -0.050
C  -25.255433  -10.206459  16.334022  -0.286
O  -25.609291  -8.953816  16.044926  -0.029
C  -26.197806  -8.716172  14.847966  -0.446
C  -26.432101  -7.224178  14.590144  0.024
O  -26.614699  -9.593688  14.048318  0.047
H  -23.668970  -9.467384  17.668271  0.077
H  -23.180065  -9.524079  16.016681  0.081
H  -23.510707  -11.089836  16.891044  0.075
H  -25.335907  -10.824038  15.439471  0.118
H  -25.947524  -10.606320  17.075124  0.136
H  -26.355906  -7.078631  13.512594  0.082
H  -25.502983  -6.821183  14.993181  0.081
H  -27.391389  -6.822666  14.916729  0.092
C  -12.075365  -9.314666  4.654989  -0.071
C  -13.051788  -8.119308  4.677914  -0.132
O  -13.176278  -7.604867  6.056194  0.043
C  -13.011239  -6.406293  6.331496  -0.638
C  -13.301783  -6.119512  7.770454  0.011
O  -12.742284  -5.446020  5.619371  0.072
H  -12.544969  -10.182024  5.118947  0.067
H  -11.153100  -9.237445  5.230825  0.075
H  -11.720688  -9.731364  3.712307  0.075
H  -12.724855  -7.340719  3.988686  0.117
H  -14.026217  -8.517835  4.395508  0.121
H  -14.101386  -5.386470  7.877081  0.089
H  -12.383392  -5.871163  8.302401  0.093
H  -13.793520  -6.956449  8.266277  0.077
C  -18.855736  -7.201141  21.797535  -0.056
C  -19.866291  -7.240089  22.912332  -0.245
O  -20.386695  -5.993191  23.239624  0.004
C  -21.641168  -5.669295  23.082314  -0.453
C  -22.097236  -4.300246  23.718739  0.016
O  -22.551464  -6.310190  22.457517  0.019
H  -19.335992  -7.500818  20.866054  0.080
H  -18.151417  -7.992140  22.055147  0.079
H  -18.345288  -6.239687  21.741418  0.083
H  -20.627463  -7.924977  22.538660  0.122
H  -19.482402  -7.517350  23.894102  0.132
H  -22.721446  -4.350554  24.610892  0.076
H  -22.626580  -3.659109  23.013882  0.080
H  -21.249666  -3.820437  24.208161  0.064
C  -28.633477  -1.236865  19.360944  -0.083
C  -27.990749  0.085428  19.005191  -0.254
O  -26.859789  0.331461  19.825642  -0.054
C  -27.128996  0.562749  21.227834  -0.469
C  -26.019455  1.296153  21.943155  0.001
O  -28.074219  0.262237  21.867988  0.132
H  -29.268540  -1.186657  20.245403  0.065
H  -27.909274  -2.030598  19.544333  0.090
H  -29.433015  -1.280783  18.621402  0.078
H  -27.772529  0.134043  17.938370  0.119
H  -28.663591  0.911330  19.235998  0.120
H  -25.012824  1.032015  21.619063  0.078
H  -25.780432  1.089752  22.986398  0.084
H  -26.267792  2.353689  21.853483  0.092
C  -22.883390  -8.626539  8.787477  -0.068
C  -23.861179  -7.902883  7.958304  -0.266
O  -23.898429  -6.557302  8.232732  0.022
C  -24.758567  -5.777890  7.662486  -0.565
C  -24.622731  -4.401872  8.207957  0.006
O  -25.731888  -6.027892  6.962825  0.094
H  -23.184693  -9.674063  8.788178  0.081
H  -22.912798  -8.360323  9.844054  0.086
H  -21.842495  -8.662122  8.465954  0.079
H  -23.675699  -7.993466  6.888029  0.136
H  -24.862578  -8.314396  8.084591  0.133
H  -23.664155  -3.922184  8.010134  0.083
H  -24.741723  -4.310946  9.287621  0.091
H  -25.349745  -3.744994  7.730383  0.087
C  -19.646008  -4.738252  12.542945  -0.084
C  -19.060725  -3.686526  13.497312  -0.248
O  -19.759330  -3.657522  14.693572  -0.011
C  -21.004655  -3.120201  14.800571  -0.474
C  -21.609430  -3.287687  16.199573  0.020
O  -21.674974  -2.767976  13.834446  0.082
H  -20.522908  -4.403004  11.989091  0.066
H  -19.900834  -5.653624  13.077021  0.080
H  -18.977100  -4.984533  11.718322  0.071
H  -18.022226  -4.015023  13.538539  0.119
H  -19.009987  -2.774980  12.901834  0.125
H  -22.511066  -2.702873  16.381646  0.084
H  -20.837259  -2.825639  16.814690  0.080
H  -21.819472  -4.321066  16.475464  0.089
C  -16.074705  -13.521377  10.833135  -0.059
C  -14.857117  -13.381409  9.809460  -0.171
O  -14.553941  -14.756153  9.469876  -0.042
C  -13.593119  -15.496523  10.070843  -0.516
C  -13.628903  -16.912650  9.611195  0.009
O  -12.853071  -15.107186  10.976181  0.075
H  -15.801994  -14.140474  11.687799  0.074
H  -16.899996  -13.954111  10.267670  0.068
H  -16.311198  -12.533747  11.229050  0.067
H  -15.137832  -12.872207  8.887502  0.115
H  -14.168654  -12.811555  10.433476  0.110
H  -14.648180  -17.262188  9.446858  0.086
H  -13.383797  -17.597532  10.422967  0.089
H  -12.967188  -17.002990  8.749752  0.095
O  -18.830530  -4.300121  0.794823  0.090
C  -18.820368  -3.968950  1.973637  -0.458
C  -18.571769  -4.900956  3.174955  -0.088
C  -19.237473  -4.105531  4.261947  -0.147
C  -19.015647  -2.615322  3.752564  -0.140
O  -19.010375  -2.688362  2.345870  0.016
H  -18.916264  -5.923446  3.020254  0.126
H  -17.495905  -4.961649  3.339117  0.128
H  -20.305312  -4.287101  4.383892  0.114
H  -18.726359  -4.304936  5.203806  0.109
H  -19.688183  -1.851608  4.143129  0.127
H  -17.957351  -2.370181  3.842087  0.125
O  -12.511866  -0.672497  12.844221  0.074
C  -12.020285  0.377091  12.364913  -0.392
C  -10.895388  1.274547  12.819752  -0.043
C  -10.555297  1.838458  11.380209  -0.189
C  -11.768854  1.918238  10.531780  -0.163
O  -12.606287  0.977123  11.246563  -0.007
H  -11.095032  2.062240  13.546245  0.124
H  -9.940781  0.844094  13.122291  0.119
H  -9.940790  2.723652  11.544254  0.112
H  -9.897879  1.210214  10.779207  0.114
H  -12.058247  2.966238  10.609427  0.122
H  -11.641599  1.635203  9.486888  0.129

Cartesian forces (eV/Å) of the 6 atoms listed first:
-0.388 -0.486 -1.995
1.395 1.147 0.325
0.922 -0.100 0.258
-2.465 0.356 2.419
1.036 -0.961 0.152
0.623 0.097 -1.157

Computed properties:
Relative energy (zero: lowest compared OMol25 entry of this formula, charge and spin) in kJ/mol: 575.65
SMILES: CCOC(C)=O.CCOC(C)=O.CCOC(C)=O.CCOC(C)=O.CCOC(C)=O.CCOC(C)=O.CCOC(C)=O.CCOC(C)=O.O=C1CCCO1.O=C1CCCO1
Energy in Ha: -3074.3590
Largest force on an atom in eV/A: 6.346


This record from the OMol25 dataset describes a cluster of 2 separate species, C8H15NO3 in total in a non-equilibrium geometry. The level of theory is the ωB97M-V functional and the def2-TZVPD basis.

Last column: Löwdin charge in e.
Atoms and positions in Å:
C  -3.678602  -1.503796  0.812279  -0.102
C  -2.264623  -0.940734  0.542566  -0.192
C  -2.095503  0.203164  -0.518834  -0.240
C  -2.404132  -0.326491  -1.882727  -0.008
N  -1.727038  1.366417  -0.212320  -0.312
O  -1.549458  2.374027  -0.959836  -0.071
O  -1.377842  1.651190  1.083747  0.017
H  -3.526453  -2.373030  1.427732  0.061
H  -4.387966  -0.746412  1.222712  0.087
H  -4.096352  -1.837896  -0.188235  0.075
H  -1.544079  -1.739498  0.085555  0.126
H  -1.897379  -0.814833  1.537018  0.083
H  -1.734202  -1.102338  -2.087220  0.067
H  -3.551741  -0.463897  -1.968622  0.127
H  -2.163566  0.362268  -2.652611  0.062
H  -1.138840  2.661729  1.212199  0.188
C  5.141664  0.943191  -0.112663  -0.099
C  3.861027  0.734672  0.631408  -0.107
C  2.864794  0.089192  -0.022943  -0.067
C  1.679681  -0.548128  0.605748  -0.278
O  0.923611  -1.314978  0.067533  0.030
H  5.443074  1.955433  -0.174004  0.061
H  5.112893  0.689631  -1.143473  0.060
H  5.846165  0.185776  0.302037  0.102
H  3.877194  0.895930  1.701564  0.108
H  2.892982  -0.103882  -1.034516  0.083
H  1.494685  -0.296719  1.725914  0.139

Cartesian forces (eV/Å) of the 6 atoms listed first:
-0.256 0.610 -2.698
1.235 -0.788 -1.341
-1.261 -3.641 1.926
-2.248 2.365 0.287
1.120 3.553 -0.800
-0.220 -0.271 -0.619

Computed properties:
Relative energy (zero: lowest compared OMol25 entry of this formula, charge and spin) in kJ/mol: 667.97
SMILES: CC/C(C)=[N+](/[O-])O.C/C=C/C=O
Energy in Ha: -594.1031
Largest force on an atom in eV/A: 4.308


This record from the OMol25 dataset describes a cluster of 2 separate species, C5H6BrF in total in a non-equilibrium geometry. The level of theory is the ωB97M-V functional and the def2-TZVPD basis.

Last column: Löwdin charge in e.
Atoms and positions in Å:
C  -0.399279  -1.658506  1.431566  -0.118
C  -0.242481  -0.423283  0.703176  -0.263
C  0.045165  -0.319420  -0.618647  -0.534
Br  0.258126  -1.819254  -1.849394  0.600
H  0.125693  -1.659490  2.327390  0.061
H  -0.096204  -2.456586  0.762406  0.041
H  -1.403570  -1.813507  1.694672  0.073
H  -0.155700  0.447568  1.245095  0.072
H  -0.064946  0.680247  -1.234052  0.067
C  1.091939  3.211803  -2.519864  0.120
C  1.099738  3.342924  -1.336201  -0.235
F  1.072957  3.420603  -0.065256  0.133
H  1.430717  3.032452  -3.425436  -0.016

Cartesian forces (eV/Å) of the 6 atoms listed first:
0.213 -0.978 -1.440
1.219 -0.532 -3.566
-1.253 1.658 -0.511
-0.205 0.699 0.745
1.256 -0.137 1.604
0.065 -0.468 0.337

Computed properties:
Relative energy (zero: lowest compared OMol25 entry of this formula, charge and spin) in kJ/mol: 247.37
SMILES: C/C=C\Br.C#CF
Energy in Ha: -2867.8372
Largest force on an atom in eV/A: 4.076


Frontier orbital gap values (in eV) by entry order: 10.2; 8.7; 9.9.